# 1
Computed, not measured: a single C4H9NOS molecule in a non-equilibrium geometry, with the ωB97M-V functional and the def2-TZVPD basis.

```
16
C4H9NOS | the OMol25 dataset | the ωB97M-V functional and the def2-TZVPD basis
C -0.65 -2.05 -2.01
C 0.04 0.38 0.90
C -0.53 -0.09 2.21
C 1.19 2.17 -0.29
H -1.11 -3.08 -2.26
H 0.40 -2.05 -2.32
H -1.17 -1.26 -2.59
H -0.25 0.68 2.95
H -0.04 -1.04 2.53
H -1.61 -0.27 2.16
H 1.97 1.52 -0.77
H 1.65 3.12 0.07
H 0.36 2.36 -1.01
N -0.06 -0.20 -0.26
O 0.68 1.56 0.93
S -0.87 -1.76 -0.23
```

Computed properties:
Energy above the lowest of the compared OMol25 structures with the same formula, charge and spin, kcal per mole: 38.2
Gap between HOMO and LUMO, eV: 9.0
DFT total energy, hartree: -685.95813
LUMO level, eV: 1.0

***

# 2
Computed, not measured: a single C7H9N3 molecule in a non-equilibrium geometry, with the ωB97M-V functional and the def2-TZVPD basis.

```
19
C7H9N3 | the OMol25 dataset | the ωB97M-V functional and the def2-TZVPD basis
C -3.54 0.46 0.09
C 0.33 -0.05 -0.03
C 0.99 -1.29 0.01
C 2.37 -1.40 0.06
C 3.17 -0.28 0.05
C 2.53 0.97 -0.04
C 1.14 1.11 0.02
H -3.27 0.91 1.03
H -4.65 0.38 -0.07
H -3.16 1.08 -0.72
H -1.40 0.92 -0.17
H 0.39 -2.18 0.04
H 2.82 -2.39 0.03
H 4.24 -0.33 -0.03
H 3.15 1.87 -0.12
H 0.75 2.12 -0.10
N -3.05 -0.85 -0.05
N -1.80 -1.06 -0.09
N -1.02 0.01 0.07
```

Computed properties:
Energy above the lowest of the compared OMol25 structures with the same formula, charge and spin, kcal per mole: 55.5
Gap between HOMO and LUMO, eV: 9.1
DFT total energy, hartree: -436.32783
LUMO level, eV: 0.8

***

# 3
Computed, not measured: a single C3H4N2O molecule in a non-equilibrium geometry, with the ωB97M-V functional and the def2-TZVPD basis.

```
10
C3H4N2O | the OMol25 dataset | the ωB97M-V functional and the def2-TZVPD basis
N -1.92 -0.27 -0.11
C -0.51 -0.37 -0.02
N 0.10 -1.50 0.07
O 1.40 -1.40 0.15
C 1.81 0.25 0.10
C 0.64 0.87 0.00
H -2.36 0.20 0.68
H -2.27 0.12 -0.98
H 2.90 0.21 0.17
H 0.22 1.88 -0.07
```

Computed properties:
Energy above the lowest of the compared OMol25 structures with the same formula, charge and spin, kcal per mole: 92.6
Gap between HOMO and LUMO, eV: 10.6
DFT total energy, hartree: -301.33972
LUMO level, eV: 0.9

***

# 4
Computed, not measured: a molecular structure, C21H33GeOSi in a non-equilibrium geometry, with the ωB97M-V functional and the def2-TZVPD basis.

```
57
C21H33GeOSi | the OMol25 dataset | the ωB97M-V functional and the def2-TZVPD basis
C -0.48 3.12 -2.21
Si -0.78 3.22 -0.38
C -2.31 4.27 -0.15
H -0.79 1.73 0.13
C 0.52 4.41 0.36
Ge 1.96 3.36 1.13
C 3.44 4.52 1.67
C 1.22 2.43 2.69
C 2.58 2.06 -0.20
H -0.43 4.15 -2.61
H 0.45 2.59 -2.47
H -1.32 2.60 -2.69
H -2.13 5.21 -0.69
H -3.22 3.80 -0.56
H -2.50 4.52 0.91
H 0.89 5.07 -0.45
H 0.06 5.05 1.14
H 4.24 3.90 2.11
H 3.84 5.06 0.80
H 3.10 5.25 2.42
H 2.01 1.79 3.11
H 0.92 3.17 3.44
H 0.36 1.81 2.41
H 3.39 1.47 0.25
H 1.78 1.36 -0.51
H 2.97 2.58 -1.09
C 3.63 -4.79 -3.08
O 3.84 -3.88 -1.98
C 2.79 -3.42 -1.25
C 3.08 -2.40 -0.32
C 2.05 -1.72 0.29
C 0.67 -2.03 0.02
C -0.40 -1.24 0.56
C -1.71 -1.75 0.78
C -2.83 -0.87 0.88
C -4.13 -1.35 0.81
C -4.40 -2.73 0.78
C -5.82 -3.18 0.65
C -3.32 -3.62 0.85
C -2.01 -3.15 0.88
C 0.44 -3.13 -0.87
C 1.46 -3.84 -1.46
H 4.65 -4.87 -3.48
H 3.28 -5.78 -2.76
H 2.96 -4.40 -3.86
H 4.14 -2.17 -0.13
H 2.28 -0.93 1.01
H -0.16 -0.24 0.91
H -2.64 0.20 0.95
H -4.99 -0.66 0.79
H -5.90 -4.25 0.83
H -6.47 -2.66 1.37
H -6.23 -2.97 -0.34
H -3.52 -4.70 0.87
H -1.19 -3.87 0.94
H -0.58 -3.43 -1.09
H 1.25 -4.69 -2.11
```

Computed properties:
Energy above the lowest of the compared OMol25 structures with the same formula, charge and spin, kcal per mole: 0.0
Gap between HOMO and LUMO, eV: 6.2
DFT total energy, hartree: -3261.37938
Charge: +1
LUMO level, eV: -5.3